Computed, not measured: the molecule C26H26N6O3, with wB97M-V/def2-TZVPD.

Cartesian coordinates (Å):
1 C 2.006 -0.207 7.351
2 C 2.986 -0.700 6.290
3 O 2.715 -0.169 5.009
4 C 1.657 -0.629 4.287
5 C 0.868 -1.735 4.623
6 C -0.169 -2.129 3.803
7 C -0.448 -1.436 2.628
8 N -1.476 -1.806 1.802
9 C -1.783 -1.224 0.596
10 O -2.699 -1.662 -0.082
11 C -0.954 -0.072 0.240
12 C -1.227 0.548 -1.103
13 N -0.351 0.080 -2.173
14 C -0.439 -1.350 -2.453
15 C 0.566 -2.210 -1.750
16 C 1.710 -2.793 -2.215
17 C 2.298 -3.460 -1.113
18 C 1.472 -3.230 -0.059
19 O 0.425 -2.478 -0.434
20 C 1.020 0.548 -2.072
21 C 1.069 2.028 -2.048
22 N 1.551 2.786 -1.088
23 N 1.397 4.042 -1.486
24 N 0.849 4.098 -2.626
25 N 0.624 2.847 -3.033
26 C -0.054 2.538 -4.261
27 C -1.519 2.273 -4.009
28 C -2.270 3.201 -3.299
29 C -3.605 2.956 -3.031
30 C -4.199 1.787 -3.475
31 C -3.455 0.866 -4.193
32 C -2.119 1.107 -4.458
33 C 0.035 0.354 1.055
34 C 0.341 -0.324 2.277
35 C 1.384 0.063 3.115
36 H 0.992 -0.530 7.126
37 H 2.293 -0.596 8.324
38 H 2.019 0.879 7.386
39 H 3.992 -0.341 6.521
40 H 3.013 -1.797 6.261
41 H 1.057 -2.300 5.521
42 H -0.771 -2.984 4.074
43 H -2.038 -2.609 2.058
44 H -2.250 0.310 -1.405
45 H -1.126 1.634 -1.041
46 H -1.449 -1.674 -2.193
47 H -0.289 -1.486 -3.530
48 H 2.085 -2.761 -3.218
49 H 3.207 -4.027 -1.111
50 H 1.517 -3.525 0.971
51 H 1.549 0.184 -1.178
52 H 1.556 0.184 -2.957
53 H 0.420 1.665 -4.717
54 H 0.072 3.408 -4.913
55 H -1.805 4.113 -2.952
56 H -4.181 3.679 -2.473
57 H -5.239 1.593 -3.261
58 H -3.915 -0.047 -4.541
59 H -1.540 0.384 -5.014
60 H 0.626 1.223 0.796
61 H 1.997 0.912 2.856

As for the relative energy (zero: lowest compared OMol25 entry of this formula, charge and spin): 0.000 eV. The value obtained for the total energy is -42466.1345 eV. The SMILES is CCOc1ccc2[nH]c(=O)c(CN(Cc3ccco3)Cc3nnnn3Cc3ccccc3)cc2c1. For the LUMO energy, the calculation gives 0.31 eV. As for the total charge: 0.

***

Computed, not measured: a structure of composition C42H68BIrN8Se, with wB97M-V/def2-TZVPD.

Cartesian coordinates (Å):
1 Ir 0.212 0.065 -0.776
2 C -2.955 -3.075 0.375
3 C -1.495 -3.079 -0.092
4 C -0.610 -2.409 0.946
5 C -1.392 -2.455 -1.458
6 C -2.103 -2.830 -2.583
7 C -1.732 -1.980 -3.618
8 C -2.394 -1.945 -4.966
9 C -1.484 -2.302 -6.150
10 C -3.126 -0.615 -5.174
11 N -0.799 -1.140 -3.142
12 N -0.597 -1.416 -1.819
13 B 0.064 -0.063 -3.848
14 N 1.513 -0.189 -3.347
15 N 1.736 -0.100 -2.008
16 C 3.058 -0.198 -1.764
17 C 3.692 -0.338 -2.984
18 C 2.704 -0.333 -3.964
19 C 3.025 -0.442 -5.429
20 C 3.407 0.945 -5.978
21 C 2.027 -1.160 -6.337
22 C 3.651 -0.209 -0.395
23 C 4.368 -1.541 -0.138
24 C 2.599 0.051 0.664
25 N -0.474 1.295 -3.348
26 N -0.671 1.335 -2.005
27 C -1.366 2.443 -1.688
28 C -1.603 3.134 -2.858
29 C -1.015 2.397 -3.894
30 C -0.941 2.912 -5.308
31 C -0.539 1.956 -6.426
32 C -0.016 4.144 -5.315
33 C -1.699 2.746 -0.267
34 C -0.413 3.129 0.475
35 C -2.385 1.529 0.358
36 H -3.042 -3.573 1.341
37 H -3.329 -2.051 0.471
38 H -3.596 -3.603 -0.327
39 H -1.169 -4.117 -0.196
40 H -0.912 -1.361 1.061
41 H -0.737 -2.878 1.923
42 H 0.449 -2.477 0.678
43 H -2.809 -3.641 -2.655
44 H -3.155 -2.725 -4.914
45 H -0.906 -1.444 -6.491
46 H -0.799 -3.112 -5.896
47 H -2.101 -2.638 -6.981
48 H -2.448 0.233 -5.081
49 H -3.573 -0.594 -6.167
50 H -3.926 -0.492 -4.442
51 H -0.004 -0.191 -5.012
52 H 4.751 -0.444 -3.153
53 H 3.945 -1.032 -5.448
54 H 2.581 1.650 -5.869
55 H 4.271 1.355 -5.455
56 H 3.651 0.861 -7.036
57 H 1.239 -0.493 -6.686
58 H 2.557 -1.515 -7.220
59 H 1.572 -2.020 -5.846
60 H 4.398 0.588 -0.348
61 H 3.659 -2.372 -0.151
62 H 5.119 -1.729 -0.903
63 H 4.876 -1.521 0.826
64 H 1.839 -0.763 0.651
65 H 3.033 0.049 1.663
66 H 2.129 1.039 0.531
67 H -2.147 4.058 -2.961
68 H -1.946 3.282 -5.529
69 H 0.474 1.584 -6.282
70 H -1.216 1.107 -6.519
71 H -0.562 2.499 -7.370
72 H 1.006 3.859 -5.050
73 H -0.003 4.576 -6.314
74 H -0.353 4.910 -4.619
75 H -2.386 3.592 -0.242
76 H 0.322 2.307 0.416
77 H 0.053 4.009 0.034
78 H -0.608 3.333 1.528
79 H -1.751 0.616 0.249
80 H -2.553 1.683 1.422
81 H -3.335 1.309 -0.128
82 C -1.124 2.542 5.899
83 C -2.309 2.451 4.936
84 C -3.185 1.210 5.148
85 C -2.778 -0.017 4.335
86 N -1.496 -0.602 4.757
87 C -0.283 -0.468 4.141
88 Se 0.038 0.588 2.681
89 N 0.632 -1.193 4.851
90 C 2.071 -1.338 4.570
91 C 2.957 -0.731 5.661
92 C 2.715 0.745 5.970
93 C 3.023 1.682 4.805
94 C 0.001 -1.785 5.908
95 C 0.469 -2.650 6.906
96 C -0.436 -3.026 7.862
97 C -1.797 -2.605 7.822
98 C -2.281 -1.815 6.816
99 C -1.352 -1.394 5.854
100 H -0.525 3.430 5.694
101 H -0.466 1.671 5.831
102 H -1.475 2.611 6.929
103 H -1.949 2.476 3.901
104 H -2.927 3.339 5.068
105 H -4.215 1.432 4.864
106 H -3.196 0.949 6.210
107 H -2.691 0.232 3.280
108 H -3.534 -0.797 4.436
109 H 2.258 -0.871 3.607
110 H 2.276 -2.406 4.483
111 H 3.992 -0.865 5.339
112 H 2.833 -1.308 6.578
113 H 3.366 1.011 6.802
114 H 1.687 0.894 6.317
115 H 4.060 1.569 4.481
116 H 2.873 2.720 5.098
117 H 2.381 1.493 3.941
118 H 1.486 -3.015 6.928
119 H -0.114 -3.664 8.674
120 H -2.467 -2.935 8.605
121 H -3.324 -1.537 6.768

As for the relative energy (zero: lowest compared OMol25 entry of this formula, charge and spin): 3.471 eV. The value obtained for the total energy is -125415.8320 eV. The expectation value of S² is 1.104. For the LUMO energy (spin up / spin down), the calculation gives -11.36 / -12.24 eV. As for the total charge: +3. Its spin multiplicity is 2.